Entry 1:
{
  "formula": "C9H24O2PY",
  "method": "ωB97M-V/def2-TZVPD",
  "elements": ["C", "C", "O", "C", "C", "C", "C", "C", "P", "C", "O", "C", "H", "H", "H", "H", "H", "H", "H", "H", "H", "H", "H", "H", "H", "H", "H", "H", "H", "H", "H", "H", "H", "H", "H", "H", "Y"],
  "coordinates": [[3.454, -2.553, -0.295], [3.843, -1.105, -0.818], [2.730, -0.210, -0.722], [3.213, 1.083, -0.301], [2.018, 2.034, 0.108], [0.976, 1.349, 1.061], [-0.490, 1.911, 0.912], [-1.293, 1.221, -0.280], [-3.160, 1.166, 0.309], [-3.600, -0.284, -0.949], [-2.947, -1.462, -0.694], [-3.560, -2.217, 0.378], [2.698, -2.387, 0.514], [2.981, -3.073, -1.198], [4.349, -3.116, 0.086], [4.098, -1.144, -1.908], [4.717, -0.768, -0.210], [3.771, 1.593, -1.122], [3.862, 0.953, 0.604], [1.500, 2.451, -0.794], [2.503, 2.902, 0.624], [1.283, 1.578, 2.116], [0.930, 0.239, 0.988], [-0.994, 1.716, 1.894], [-0.491, 3.021, 0.752], [-1.238, 1.814, -1.224], [-0.854, 0.195, -0.375], [-3.571, 2.110, -0.718], [-4.526, 1.068, 0.824], [-2.719, 0.251, 1.350], [-2.985, 2.307, 1.193], [-3.406, 0.118, -1.972], [-4.705, -0.450, -0.889], [-3.004, -1.949, 1.312], [-3.447, -3.316, 0.230], [-4.648, -2.017, 0.503], [2.712, -5.027, -1.291]],
  "total_energy_ha": -886.4381,
  "largest_force_ha_per_bohr": 0.10827,
  "e_above_lowest_kcal_mol": 53.5,
  "charge": 2,
  "lumo_ev": -9.835,
  "orbital_gap_ev": 3.18
}

Entry 2:
{
  "formula": "C9H24O3",
  "method": "ωB97M-V/def2-TZVPD",
  "elements": ["C", "C", "C", "O", "H", "H", "H", "H", "H", "H", "H", "H", "C", "C", "C", "O", "H", "H", "H", "H", "H", "H", "H", "H", "C", "C", "C", "O", "H", "H", "H", "H", "H", "H", "H", "H"],
  "coordinates": [[-23.342, -9.116, -3.180], [-23.590, -8.150, -2.025], [-23.209, -6.670, -2.275], [-24.986, -8.260, -1.677], [-22.308, -9.404, -3.369], [-23.769, -8.732, -4.106], [-23.887, -10.043, -3.000], [-23.113, -8.560, -1.135], [-22.887, -6.135, -1.381], [-24.045, -6.131, -2.721], [-22.328, -6.629, -2.916], [-25.255, -7.766, -0.899], [-28.763, -7.343, -4.423], [-27.627, -8.098, -3.777], [-27.146, -9.368, -4.568], [-26.502, -7.289, -3.696], [-29.036, -6.443, -3.872], [-29.699, -7.821, -4.711], [-28.520, -6.914, -5.395], [-27.912, -8.352, -2.756], [-26.485, -10.026, -4.005], [-26.632, -9.148, -5.504], [-27.977, -10.008, -4.865], [-25.908, -7.696, -3.061], [-21.152, -3.071, 0.592], [-21.504, -4.396, 1.326], [-20.607, -4.532, 2.536], [-22.759, -4.273, 1.895], [-21.845, -2.863, -0.222], [-20.128, -3.087, 0.219], [-21.287, -2.169, 1.188], [-21.365, -5.202, 0.606], [-20.925, -5.323, 3.215], [-20.521, -3.582, 3.064], [-19.563, -4.746, 2.310], [-22.722, -3.579, 2.557]],
  "smiles": "CC(C)O.CC(C)O.CC(C)O",
  "total_energy_ha": -582.9806,
  "largest_force_ha_per_bohr": 0.06057,
  "e_above_lowest_kcal_mol": 26.1,
  "lumo_ev": 0.681,
  "orbital_gap_ev": 10.06
}

Entry 3:
{
  "formula": "C9H25FO5PS",
  "method": "ωB97M-V/def2-TZVPD",
  "elements": ["C", "C", "C", "S", "F", "P", "O", "O", "H", "H", "H", "H", "H", "H", "H", "C", "C", "O", "H", "H", "H", "H", "H", "H", "C", "C", "O", "H", "H", "H", "H", "H", "H", "C", "C", "O", "H", "H", "H", "H", "H", "H"],
  "coordinates": [[-1.841, 0.309, 1.530], [-0.739, 0.652, 0.817], [-0.708, 0.416, -0.683], [0.927, 0.722, -1.335], [0.738, 2.036, -2.199], [1.334, -0.732, -3.076], [-0.106, -1.289, -3.486], [1.928, -1.804, -2.034], [-1.728, -0.451, 2.296], [-2.804, 0.773, 1.323], [0.135, 1.103, 1.280], [-0.918, -0.644, -0.849], [-1.409, 1.038, -1.260], [-0.871, -1.191, -2.904], [1.902, -2.714, -2.357], [1.766, -2.225, 2.997], [1.746, -0.812, 3.548], [0.417, -0.313, 3.692], [1.255, -2.267, 2.032], [2.788, -2.582, 2.871], [1.249, -2.910, 3.674], [2.249, -0.124, 2.868], [2.264, -0.771, 4.510], [-0.048, -0.889, 4.308], [1.929, 5.491, -4.472], [1.857, 5.783, -2.987], [0.966, 4.899, -2.306], [0.940, 5.565, -4.923], [2.595, 6.191, -4.976], [2.304, 4.479, -4.651], [1.471, 6.784, -2.807], [2.853, 5.721, -2.536], [1.276, 3.998, -2.425], [-3.340, -4.578, 1.684], [-2.514, -3.345, 1.974], [-1.828, -2.867, 0.808], [-2.710, -5.376, 1.291], [-3.832, -4.935, 2.589], [-4.112, -4.363, 0.941], [-1.733, -3.560, 2.702], [-3.148, -2.548, 2.378], [-2.502, -2.670, 0.148]],
  "total_energy_ha": -1573.1271,
  "largest_force_ha_per_bohr": 0.03720,
  "charge": 1,
  "lumo_ev": -4.867,
  "orbital_gap_ev": 6.96
}